{
  "formula": "C4H10O",
  "method": "wB97M-V/def2-TZVPD",
  "elements": ["C", "C", "C", "O", "C", "H", "H", "H", "H", "H", "H", "H", "H", "H", "H"],
  "positions_angstrom": [[-2.136, 0.417, 0.504], [-1.206, -0.397, -0.397], [0.200, 0.112, -0.354], [1.156, -0.744, -0.566], [2.443, -0.465, -0.496], [-2.142, 1.474, 0.216], [-3.165, 0.051, 0.435], [-1.818, 0.358, 1.550], [-1.595, -0.367, -1.428], [-1.206, -1.450, -0.095], [1.228, 0.429, 1.384], [0.419, 1.163, -0.540], [2.765, 0.532, -0.785], [1.984, 0.208, 1.259], [3.075, -1.322, -0.686]],
  "forces_ev_per_a": [[-0.04, 0.05, 0.05], [0.03, -0.05, 0.01], [-0.05, 0.08, -0.09], [-0.17, -0.06, 0.05], [0.21, 0.05, -0.16], [0.02, -0.15, 0.03], [0.16, 0.04, 0.00], [-0.03, 0.00, -0.15], [0.08, 0.00, 0.11], [0.03, 0.14, -0.04], [0.01, 0.00, -0.03], [0.01, -0.13, 0.07], [-0.08, -0.10, 0.08], [-0.06, 0.02, 0.00], [-0.10, 0.10, 0.05]],
  "homo_ha": [-0.2714, -0.2714],
  "multiplicity": 1,
  "total_charge": 0,
  "max_force_ev_per_a": 0.26,
  "gap_ev": [8.2683, 8.2694],
  "e_tot_ha": -233.47973
}


{
  "formula": "C2H3NOS2",
  "method": "wB97M-V/def2-TZVPD",
  "elements": ["O", "C", "C", "S", "S", "N", "H", "H", "H"],
  "positions_angstrom": [[-1.127, 1.247, -0.891], [-0.174, 0.668, -0.472], [-0.228, -0.903, -0.106], [1.461, -1.691, 0.067], [2.424, 0.069, 0.448], [1.077, 1.176, -0.329], [-0.863, -1.140, 0.798], [-0.735, -1.255, -0.960], [1.352, 1.967, -0.961]],
  "forces_ev_per_a": [[-0.79, 0.54, -0.40], [1.33, -2.49, 1.09], [0.16, 1.18, 1.88], [-1.39, 0.10, -0.83], [-1.95, 2.43, -0.92], [2.44, -0.22, 0.04], [0.73, 0.60, -0.93], [-0.32, -1.00, -0.99], [-0.20, -1.15, 1.05]],
  "homo_ha": -0.3162,
  "multiplicity": 1,
  "total_charge": 0,
  "smiles": "O=C1CSSN1",
  "max_force_ev_per_a": 3.25,
  "gap_ev": 8.3285,
  "e_tot_ha": -1004.34884
}


{
  "formula": "C13H16BaF17O5S",
  "method": "wB97M-V/def2-TZVPD",
  "elements": ["Ba", "F", "O", "S", "O", "O", "C", "C", "C", "H", "H", "H", "H", "H", "H", "H", "H", "C", "C", "C", "F", "F", "F", "F", "O", "C", "C", "F", "F", "F", "F", "H", "H", "H", "H", "C", "C", "C", "F", "F", "F", "F", "O", "C", "C", "F", "F", "F", "F", "H", "H", "H", "H"],
  "positions_angstrom": [[-2.757, -2.176, 0.937], [-0.710, -0.475, 1.556], [-3.957, 0.209, -0.208], [-4.204, 1.189, -1.245], [-5.103, 2.294, -1.060], [-2.683, 1.887, -1.625], [-1.569, 0.993, -1.473], [-0.385, 1.705, -2.176], [-4.408, 0.420, -2.918], [-1.779, 0.017, -1.912], [-1.295, 0.844, -0.428], [0.541, 1.129, -2.173], [-0.071, 2.617, -1.668], [-0.633, 2.042, -3.182], [-3.651, -0.362, -2.989], [-4.391, 1.084, -3.782], [-5.397, -0.037, -2.894], [0.028, 2.329, 3.495], [1.013, 2.711, 2.373], [2.102, 1.692, 2.252], [3.027, 1.941, 1.342], [2.700, 1.403, 3.383], [0.413, 2.909, 1.175], [1.470, 3.902, 2.651], [-0.820, 3.394, 3.942], [-0.968, 3.669, 5.355], [-2.164, 4.686, 5.592], [-3.352, 4.239, 5.100], [-2.250, 5.155, 6.826], [-1.129, 2.494, 5.990], [0.110, 4.231, 5.885], [0.546, 1.936, 4.369], [-0.542, 1.474, 3.130], [1.774, 0.682, 2.004], [-2.011, 5.550, 4.947], [2.184, -4.023, -3.395], [3.117, -5.189, -3.494], [2.645, -6.348, -2.541], [1.345, -6.685, -2.582], [3.362, -7.503, -2.617], [3.161, -5.618, -4.811], [4.345, -4.798, -3.188], [2.093, -3.462, -2.150], [2.191, -2.025, -2.055], [1.767, -1.465, -0.673], [2.264, -2.206, 0.371], [2.035, -0.166, -0.450], [3.466, -1.644, -2.136], [1.510, -1.411, -3.014], [1.172, -4.368, -3.607], [2.547, -3.310, -4.135], [2.607, -5.951, -1.527], [0.691, -1.604, -0.567]],
  "forces_ev_per_a": [[1.73, 2.58, 0.50], [-1.95, -1.80, -0.72], [-0.27, -1.18, 0.16], [2.63, 3.44, -3.02], [0.75, -1.68, 0.11], [-2.66, -1.37, 1.18], [1.64, 1.08, -0.17], [-0.05, 0.16, 0.16], [-0.86, -0.69, 1.33], [-0.07, -0.15, -0.38], [-0.26, 0.06, 0.21], [-0.29, -0.44, -0.19], [-0.49, 0.01, 0.43], [-0.08, -0.43, -0.11], [-0.01, 0.15, -0.08], [0.33, 0.50, 0.65], [-0.02, -0.17, 0.00], [-0.29, -0.88, 0.91], [-1.50, 0.62, 0.94], [-0.65, -3.51, -1.41], [0.94, 1.51, -1.05], [1.33, 0.94, 2.86], [-0.56, -1.05, -0.61], [1.72, 2.08, 0.92], [-0.60, 1.15, 1.18], [-0.49, -0.82, -1.74], [0.54, 0.97, -3.02], [-0.01, -0.97, 0.99], [-0.17, -0.87, 0.90], [-0.36, -0.14, 0.27], [0.57, 0.26, -0.12], [0.54, 0.11, -0.23], [-0.45, 0.16, -0.16], [-1.47, 0.25, -0.74], [0.83, 0.07, -0.03], [-0.99, 0.19, -2.13], [-0.68, -1.83, -0.58], [0.83, 0.09, 1.74], [-1.31, -0.22, -1.81], [-0.12, 1.07, -0.35], [-0.45, 0.33, 0.97], [0.79, -0.11, 0.61], [0.04, 3.23, 2.92], [1.62, -1.33, 1.24], [-2.11, -1.35, 1.53], [0.48, 0.36, -0.93], [0.48, -0.65, -0.84], [0.81, -0.17, -0.94], [-0.52, 0.02, -0.44], [0.10, -0.10, -0.78], [-0.21, 0.00, -0.22], [1.59, 0.22, 0.26], [-0.35, 0.32, -0.19]],
  "homo_ha": -0.4815,
  "multiplicity": 1,
  "total_charge": 1,
  "max_force_ev_per_a": 5.27,
  "gap_ev": 7.6811,
  "e_tot_ha": -3002.27641
}


{
  "formula": "C6H14NO2S3",
  "method": "wB97M-V/def2-TZVPD",
  "elements": ["C", "C", "S", "C", "C", "C", "N", "C", "S", "O", "O", "S", "H", "H", "H", "H", "H", "H", "H", "H", "H", "H", "H", "H", "H", "H"],
  "positions_angstrom": [[-1.651, 2.261, 1.016], [-1.148, 1.190, 0.110], [-2.686, 0.886, -1.038], [-0.502, 0.047, 0.886], [0.043, -1.262, 0.062], [0.353, -2.380, 0.953], [1.157, -0.940, -0.821], [0.662, -0.385, -2.131], [2.477, 0.150, -0.090], [3.583, -0.300, -0.939], [2.650, -0.188, 1.335], [1.979, 1.997, -0.366], [-2.654, 2.082, 1.344], [-0.982, 2.377, 1.804], [-1.644, 3.267, 0.644], [-0.395, 1.610, -0.641], [-2.709, -0.457, -0.850], [0.286, 0.454, 1.500], [-1.450, -0.376, 1.382], [-0.922, -1.614, -0.596], [1.298, -2.799, 0.609], [-0.341, -3.164, 1.052], [0.682, -1.897, 1.848], [1.073, 0.678, -2.118], [1.180, -1.030, -2.942], [-0.337, -0.207, -2.015]],
  "forces_ev_per_a": [[-0.20, 0.61, -0.25], [0.68, 0.92, -3.13], [1.07, -1.09, 0.83], [-2.89, -2.71, -1.47], [-3.31, 2.26, -1.74], [2.55, 0.17, 0.64], [0.11, 0.93, 0.16], [5.33, 0.36, 0.75], [0.87, -2.58, -0.50], [-0.65, 0.68, 0.45], [-0.90, -0.01, -1.18], [0.23, 0.96, 0.08], [-0.47, -0.33, 0.55], [1.10, -0.17, 1.95], [-0.15, 0.47, -1.08], [-1.13, -0.52, 1.26], [-0.16, 0.37, -0.21], [-0.01, -0.05, 0.55], [1.67, 0.41, 0.53], [2.34, 0.97, 1.03], [-0.10, -0.35, -0.25], [-1.17, -0.63, 0.38], [-0.17, -0.34, 1.37], [-0.23, -1.19, -0.89], [-1.64, 1.26, 0.93], [-2.77, -0.41, -0.77]],
  "homo_ha": -0.1669,
  "multiplicity": 1,
  "total_charge": -1,
  "smiles": "C[C@H](S)C[C@H](C)N(C)S(=O)(=O)[S-]",
  "max_force_ev_per_a": 5.39,
  "gap_ev": 7.4248,
  "e_tot_ha": -1636.79639
}